Entry 1:
C4H6N2O in the gas phase. Source: the Open Molecules 2025 dataset; level of theory: wB97M-V/def2-TZVPD.

Cartesian coordinates (Å):
C 1.64797 -0.05739 1.18536
C 0.46142 -0.03798 0.29221
C 0.26385 0.41771 -0.99925
C -1.10710 0.14273 -1.22295
O -2.00915 0.45306 -2.17504
N -1.67090 -0.46629 -0.20092
N -0.71678 -0.52515 0.73232
H 2.00503 -1.08283 1.32276
H 1.38788 0.35120 2.16780
H 2.45277 0.54244 0.76129
H 1.00937 0.88190 -1.63282
H -2.77057 0.16196 -1.62540
H -0.88289 -1.12795 1.51810

Results
Lowest unoccupied orbital energy   0.90 eV
Orbital gap   9.58 eV



Entry 2:
10 unconnected molecules or ions with the total composition C36H96N4O20. Source: the Open Molecules 2025 dataset; level of theory: wB97M-V/def2-TZVPD.

Cartesian coordinates (Å):
C 9.12685 7.86850 0.31431
C 9.59710 9.08579 -0.39902
O 10.50128 8.78240 -1.48622
O 10.09818 7.28048 1.20983
H 8.70186 7.17097 -0.40744
H 8.36561 8.30702 0.95954
H 10.17932 9.75417 0.23533
H 8.78362 9.71986 -0.75158
H 10.54506 9.60705 -1.97573
H 10.81479 6.97955 0.64636
C 7.65897 3.47150 -6.32256
C 8.03561 3.13474 -4.83867
O 7.56507 1.92081 -4.47319
O 6.32005 3.49781 -6.38661
H 8.00091 2.57561 -6.84077
H 8.08194 4.38124 -6.74868
H 7.55112 3.83731 -4.16061
H 9.10657 3.26386 -4.68227
H 6.76330 2.09343 -3.97423
H 5.90068 2.63870 -6.47411
C -3.65423 -2.54541 -8.00642
C -4.70677 -2.01469 -7.05594
O -5.93712 -1.64531 -7.64132
O -2.38028 -2.46165 -7.41377
H -3.49332 -2.04597 -8.96180
H -3.89045 -3.53649 -8.39379
H -4.28398 -1.23194 -6.42613
H -4.97467 -2.65333 -6.21424
H -6.69896 -2.17565 -7.39647
H -2.17301 -1.52526 -7.37095
C -5.02727 9.07540 -5.15216
C -4.51062 8.33092 -6.37098
O -3.21506 7.78149 -6.03891
O -4.27298 10.25646 -5.03260
H -4.86804 8.53415 -4.21953
H -6.07235 9.31974 -5.34250
H -4.55863 8.96549 -7.25591
H -5.27462 7.56895 -6.52529
H -2.57711 8.49423 -6.12029
H -4.88631 10.87230 -5.44024
C 1.02536 1.64136 11.45859
C 0.79103 2.50013 10.15677
O -0.14505 1.97962 9.24961
O -0.01758 1.66996 12.31048
H 1.95204 1.94211 11.94738
H 1.24107 0.62266 11.13642
H 1.63769 2.60451 9.47826
H 0.50325 3.52507 10.39083
H -1.03598 1.99759 9.60672
H -0.81958 1.41930 11.84619
C -2.08216 3.66059 -10.11110
C -0.83812 4.51099 -10.57754
O 0.28055 3.67591 -10.98889
O -1.81621 3.28049 -8.79401
H -2.09931 2.71382 -10.65095
H -3.07393 4.05984 -10.32344
H -0.46567 5.22409 -9.84211
H -1.06225 5.17106 -11.41549
H 0.65729 3.14458 -10.28366
H -1.92827 4.08593 -8.28379
C 3.06182 -10.65778 -3.75228
O 1.74503 -10.23364 -3.67003
C 1.45600 -8.91809 -4.29149
C -0.06202 -8.89254 -4.56876
N -0.57579 -9.72727 -5.73965
C -0.48467 -11.17045 -5.40157
C -1.15046 -11.97036 -6.58010
O -1.06340 -13.34830 -6.33483
C -1.81577 -13.87494 -5.24511
H 3.32257 -11.15116 -2.81596
H 3.86862 -9.92505 -3.73577
H 3.19546 -11.40516 -4.53437
H 2.04772 -8.69797 -5.18003
H 1.62938 -8.13160 -3.55700
H -0.39772 -7.86347 -4.69695
H -0.43498 -9.22910 -3.60144
H 0.08579 -9.50566 -6.46993
H -1.05322 -11.33019 -4.48542
H 0.55342 -11.47974 -5.27989
H -0.61276 -11.78871 -7.51068
H -2.18135 -11.64945 -6.72967
H -1.58767 -13.58035 -4.22077
H -1.75620 -14.93349 -5.49816
H -2.86799 -13.62548 -5.38186
C -3.62518 4.85523 4.87161
O -4.08945 6.03596 5.44331
C -4.80137 5.95850 6.66745
C -6.14890 5.21246 6.58247
N -6.71277 5.02203 7.93848
C -7.11673 6.28463 8.54626
C -8.06633 5.89802 9.78873
O -9.17384 5.03893 9.35318
C -10.00518 5.48677 8.29100
H -2.98245 4.21132 5.47193
H -2.92713 5.01423 4.04970
H -4.39382 4.20117 4.45988
H -4.98954 6.98306 6.98829
H -4.06625 5.61982 7.39753
H -6.04873 4.22712 6.12731
H -6.77774 5.78813 5.90331
H -7.53135 4.43164 7.90024
H -7.70201 6.90963 7.87176
H -6.21770 6.79510 8.89160
H -8.46857 6.73206 10.36379
H -7.54369 5.28248 10.52088
H -10.85655 4.80651 8.26889
H -9.47364 5.40645 7.34278
H -10.34977 6.49870 8.50390
C 0.30072 -10.06789 6.23933
O 0.45546 -8.69569 5.94866
C 0.55966 -8.54347 4.48979
C 0.75650 -7.12884 4.02284
N -0.39281 -6.35528 4.41311
C -0.21022 -4.96040 4.10820
C 0.40388 -4.10403 5.25325
O 1.82147 -4.38593 5.28969
C 2.50285 -3.72331 6.25130
H -0.54238 -10.52511 5.72143
H 0.15589 -10.17118 7.31472
H 1.12080 -10.70608 5.91028
H -0.32436 -8.98421 4.02898
H 1.34935 -9.19577 4.11700
H 0.95812 -7.04220 2.95516
H 1.63142 -6.70824 4.51853
H -0.59726 -6.58759 5.37453
H -1.20431 -4.53118 3.98312
H 0.33931 -4.82748 3.17629
H -0.07534 -4.17332 6.22980
H 0.12176 -3.08651 4.98275
H 3.53615 -4.04473 6.38197
H 2.04160 -3.76246 7.23812
H 2.34135 -2.65547 6.10388
C -0.13407 2.48122 -1.89534
O 0.23957 1.71127 -0.77529
C 0.83739 0.48484 -1.26140
C 2.36756 0.68928 -1.66733
N 3.19891 1.69330 -0.93831
C 3.22176 1.29446 0.45530
C 3.93847 2.47727 1.19566
O 3.98940 2.14696 2.57164
C 5.09116 2.76509 3.25306
H -0.94714 1.99073 -2.43056
H 0.74556 2.64849 -2.51693
H -0.49333 3.49789 -1.73590
H 0.30325 0.02917 -2.09517
H 0.61620 -0.16162 -0.41212
H 2.31657 1.02029 -2.70460
H 2.86472 -0.27721 -1.58469
H 2.56141 2.47228 -0.85527
H 3.76694 0.38315 0.70108
H 2.23190 1.13271 0.88199
H 3.46263 3.43436 0.98196
H 4.94425 2.56568 0.78495
H 6.07816 2.51354 2.86492
H 5.01192 2.35528 4.25998
H 4.93780 3.84406 3.23239

Results
Lowest unoccupied orbital energy   0.25 eV
Orbital gap   8.59 eV



Entry 3:
2 unconnected molecules or ions with the total composition H3O4PS. Source: the Open Molecules 2025 dataset; level of theory: wB97M-V/def2-TZVPD.

Cartesian coordinates (Å):
O -1.58019 0.58005 -0.04554
O 0.38687 -1.12616 1.09207
O 0.67866 -0.91571 -1.42375
O 2.17030 0.35645 0.22208
P 0.83557 -0.24517 -0.07857
S 1.10719 1.73099 0.37973
H 0.14000 -2.01499 0.83723
H -2.43624 0.73076 0.00627
H -1.30216 0.90378 -0.98953

Results
Lowest unoccupied orbital energy   -0.49 eV
Orbital gap   9.08 eV



Entry 4:
2 unconnected molecules or ions with the total composition H2N4O2. Source: the Open Molecules 2025 dataset; level of theory: wB97M-V/def2-TZVPD.

Cartesian coordinates (Å):
N 0.44316 2.81831 0.47022
N 0.03718 1.74530 -0.08476
N -0.32404 0.61985 0.30665
N -0.78164 -0.46193 0.20531
O 0.14580 -3.03253 0.05965
O 0.61459 -1.86909 -0.41651
H 0.39735 3.67494 -0.04100
H -0.53239 -3.49485 -0.49956

Results
Spin multiplicity   3
Lowest unoccupied orbital energy (spin up / spin down)   0.21 / -1.65 eV
Orbital gap (spin up / spin down)   8.28 / 7.46 eV